Record 1
DFT (ωB97M-V/def2-TZVPD) results for the molecule C3H5N3OS in a non-equilibrium geometry.

XYZ file:
```
13
Properties=species:S:1:pos:R:3
S 0.375 -2.057 -0.239
O -1.439 0.587 1.542
N 0.699 0.371 -2.241
N -1.156 1.336 -1.264
N 0.521 -0.376 2.341
C 0.156 -0.409 0.011
C -0.157 0.449 -1.201
C -0.368 -0.018 1.382
H 0.527 0.977 -3.004
H 0.982 -0.562 -2.525
H 1.146 -1.257 2.185
H -1.405 1.389 -0.293
H 0.118 -0.428 3.307
```

Calculated values
Energy above the lowest of the compared OMol25 structures with the same formula, charge and spin: 145.4 kJ/mol
HOMO-LUMO gap: 7.52 eV

=====

Record 2
DFT (ωB97M-V/def2-TZVPD) results for the molecule C3H5N3OS in a non-equilibrium geometry.

XYZ file:
```
13
Properties=species:S:1:pos:R:3
S -2.056 -1.043 -0.303
O -0.440 0.988 -0.514
N 1.848 -0.651 0.524
N -1.476 1.430 0.297
N 2.300 0.269 -0.372
C -0.357 -0.448 -0.574
C 0.625 -0.990 0.455
C -2.351 0.506 0.478
H -0.006 -0.680 -1.574
H 0.290 -1.773 1.140
H -3.225 0.727 1.058
H 3.195 0.639 -0.058
H 1.651 1.027 -0.557
```

Calculated values
Energy above the lowest of the compared OMol25 structures with the same formula, charge and spin: 356.8 kJ/mol
HOMO-LUMO gap: 9.73 eV

=====

Record 3
DFT (ωB97M-V/def2-TZVPD) results for the molecule C3H5N3S in a non-equilibrium geometry.

XYZ file:
```
12
Properties=species:S:1:pos:R:3
S 1.817 -0.009 -0.669
N 1.324 -0.453 0.940
N 3.137 -0.664 -1.087
N 0.227 -0.236 1.272
C -1.339 1.460 0.586
C -0.804 0.207 0.430
C -1.450 -0.667 -0.380
H -2.241 1.658 0.092
H -0.825 2.315 1.053
H 3.488 -1.636 -0.748
H -1.059 -1.695 -0.529
H -2.275 -0.281 -0.959
```

Calculated values
Energy above the lowest of the compared OMol25 structures with the same formula, charge and spin: 580.8 kJ/mol
HOMO-LUMO gap (spin up / spin down): 7.45 / 7.46 eV

=====

- energy above the lowest of the compared OMol25 structures with the same formula, charge and spin of number 3 (C3H5N3S)?
  580.8 kJ/mol